Entry 1:
13
Properties=species:S:1:pos:R:3:forces:R:3 method="wB97M-V/def2-TZVPD" e_above_lowest_ev=0.859 orbital_gap_ev=10.38 spin_multiplicity=1
O 2.433982 0.812672 -2.814603 1.08 -0.43 0.45
H 3.076313 1.270158 -2.226073 -0.66 -0.52 -0.65
H 2.854003 -0.054665 -3.013505 -0.42 0.95 0.22
O -1.896303 -0.663655 -0.440735 0.03 0.93 0.12
O -1.529713 0.754083 1.613531 -0.37 0.78 1.05
C -0.691842 -0.982135 0.214850 -0.08 -1.08 -0.29
C -0.337927 0.206868 1.092519 1.79 -0.47 1.11
H -2.178908 0.024286 0.197451 -1.18 -0.36 -0.93
H -1.417960 0.926128 2.571817 -0.23 -0.18 -1.09
H -0.918264 -1.900351 0.790227 0.57 0.34 0.23
H 0.097735 -1.231485 -0.519889 -0.26 0.31 0.38
H 0.237982 -0.121166 1.979179 0.25 -0.06 -0.67
H 0.270903 0.959263 0.555232 -0.52 -0.21 0.08



Entry 2:
27
Properties=species:S:1:pos:R:3:forces:R:3 method="wB97M-V/def2-TZVPD" e_above_lowest_ev=0.668 orbital_gap_ev=8.59 spin_multiplicity=1
C 0.848241 2.974553 -0.503897 -0.86 -2.49 0.68
C 2.041163 2.143518 -0.228285 0.03 0.45 0.26
C -0.418763 2.494432 -0.396350 1.72 2.53 -0.90
C 2.176391 0.818948 -0.365632 -1.47 0.92 -1.02
C -1.799665 0.770902 0.205959 -0.52 2.10 -2.02
C -1.788998 -2.046368 -0.872442 -0.97 0.49 0.35
C -2.198552 -0.424824 0.910032 -1.68 0.75 3.28
C -2.858056 -1.438637 0.031791 -1.80 -2.41 0.15
N -0.665855 1.312298 0.210182 -1.08 -1.58 0.52
N 3.509341 -0.499241 1.447761 0.50 0.72 0.73
O 3.582573 -1.240710 -1.035636 0.03 -0.09 -0.16
O 4.786516 0.834642 -0.227095 -0.66 -0.88 -0.63
F -2.825697 1.348645 -0.590409 1.01 -0.76 1.06
S 3.656965 -0.079328 -0.220500 0.81 1.54 3.09
H 0.923590 4.007721 -0.717663 0.54 0.74 -0.56
H 2.863248 2.706813 0.146604 0.94 0.31 -0.07
H -1.157756 3.194076 -0.790880 -0.56 -0.53 0.51
H 1.283131 0.298322 -0.683408 0.34 -0.56 -0.15
H -1.175426 -1.158045 -1.104818 0.62 -1.25 -0.55
H -2.319934 -2.461021 -1.714193 0.31 0.04 -0.73
H -1.363555 -2.911981 -0.343146 0.71 0.76 -0.27
H -1.263775 -0.736446 1.354532 0.09 -0.59 0.29
H -2.874521 -0.033355 1.816337 1.18 -0.94 -1.83
H -3.332215 -2.393325 0.545054 0.62 2.42 -0.32
H -3.672019 -0.940168 -0.549718 0.63 -0.47 0.43
H 4.260002 -0.029542 2.077087 -1.85 -0.91 -1.80
H 2.538806 -0.285372 1.777326 1.39 -0.30 -0.32



Entry 3:
23
Properties=species:S:1:pos:R:3:forces:R:3 method="wB97M-V/def2-TZVPD" e_above_lowest_ev=3.465 orbital_gap_ev=9.98 spin_multiplicity=1
C -0.718660 0.175497 -1.003437 -0.37 0.62 -2.34
N -0.309437 0.000103 0.433969 -1.95 -0.08 -1.28
C -0.661221 -1.424297 0.688519 0.77 0.23 2.52
C -0.764649 -1.771275 2.236328 -1.71 3.46 -1.76
O -0.532227 -3.072077 2.441836 5.25 -2.47 1.33
C 0.466947 0.815305 -1.918097 -0.38 -2.95 0.41
C 1.212488 3.296978 -1.739603 0.20 1.55 -0.67
C 1.266227 1.910239 -1.161001 1.47 -1.81 1.21
H -1.608554 0.837049 -1.279029 0.61 -0.86 1.34
H -0.995593 -0.900425 -1.391754 0.63 2.36 0.32
H -0.848306 0.679841 1.016206 0.43 -1.11 -0.53
H 0.178741 -2.008810 0.268988 -0.53 0.04 0.08
H -1.621829 -1.779568 0.292659 0.25 0.27 -0.36
H -1.821256 -1.638837 2.506167 0.11 0.46 0.07
H -0.174056 -1.055873 2.845682 -0.03 -0.42 -0.23
H 0.522176 -3.066513 2.558400 -3.49 -0.91 -0.42
H 0.928436 -0.222327 -2.166138 0.78 2.12 0.57
H 0.203184 1.125564 -2.951323 -0.61 0.18 0.82
H 1.447357 4.086439 -0.969112 -0.71 -0.81 -0.56
H 0.219810 3.460186 -2.227663 0.61 0.21 0.64
H 1.959919 3.550576 -2.513584 -0.24 -0.64 0.04
H 2.344555 1.478313 -1.085112 -1.63 1.17 0.13
H 0.882497 2.015595 -0.093109 0.53 -0.60 -1.33



Entry 4:
10
Properties=species:S:1:pos:R:3:forces:R:3 method="wB97M-V/def2-TZVPD" e_above_lowest_ev=1.007 orbital_gap_ev=11.03 spin_multiplicity=1
C -1.760617 -0.198300 0.361893 0.09 -0.11 -0.28
N 3.968660 -0.061480 -0.459040 -0.37 -0.47 1.24
N 3.673963 -0.438907 0.529285 0.37 0.47 -1.24
N 0.323878 0.661360 -0.335665 0.20 -0.06 -0.26
O -0.708784 0.706579 0.611886 0.04 0.19 0.18
H -1.409667 -1.237885 0.405620 -0.04 0.05 0.01
H -2.218318 -0.018040 -0.621058 0.02 0.00 0.10
H -2.493628 -0.023738 1.145230 -0.06 -0.05 0.01
H 0.683948 -0.294713 -0.385313 -0.20 0.11 0.02
H -0.059439 0.905126 -1.252836 -0.05 -0.14 0.22



Entry 5:
23
Properties=species:S:1:pos:R:3:forces:R:3 method="wB97M-V/def2-TZVPD" e_above_lowest_ev=2.695 orbital_gap_ev=8.76 spin_multiplicity=1
C 0.229948 -2.183532 0.641476 -1.21 -0.84 -0.59
C -0.562963 -1.583650 -1.617232 -0.37 -0.32 1.52
C -0.474362 -1.128615 1.208291 -0.70 -0.18 -3.00
C -1.226021 -0.568180 -1.005911 -1.46 2.44 -0.12
C 0.003728 -2.501288 -0.749132 1.57 0.54 0.88
C -1.308148 -0.368128 0.389821 0.97 0.86 -1.28
C 2.863084 1.020770 0.719877 -0.90 4.14 1.08
C -1.995147 0.855748 0.888449 -0.43 -1.57 1.37
N -3.026324 1.328015 0.330796 -1.03 2.14 0.93
O 0.549027 -3.600675 -1.333738 1.36 -1.65 3.90
O 0.687496 2.521434 1.664973 0.17 0.48 1.44
S 1.352562 2.014117 0.288277 0.87 -0.49 -2.02
H 0.710000 -2.851441 1.374536 0.16 0.02 -0.88
H -0.533871 -1.712679 -2.668308 0.05 -0.17 -0.74
H -0.412015 -0.897731 2.205951 0.27 0.33 2.40
H -1.690985 0.248798 -1.616657 0.28 -1.01 0.53
H 3.241288 1.525413 1.632368 0.05 -0.60 -0.42
H 2.526381 0.073621 0.869651 -0.28 -2.88 0.36
H -1.652062 1.066078 1.927135 -0.31 0.58 -0.45
H -3.521717 2.138468 0.888664 1.58 -1.98 -1.22
H 3.534159 1.214180 -0.083854 0.55 -0.30 -0.62
H 0.936090 -4.064888 -0.468603 -0.88 0.75 -3.21
H 0.329762 1.778257 2.151275 -0.32 -0.26 0.13



Entry 6:
65
Properties=species:S:1:pos:R:3:forces:R:3 method="wB97M-V/def2-TZVPD" orbital_gap_ev=9.04 spin_multiplicity=1
O 0.173225 2.886069 -3.406044 0.31 -0.24 -0.61
C -0.266880 2.763724 -2.310836 -0.18 -0.15 0.85
C 0.092766 1.566961 -1.346573 -0.61 1.53 0.31
N 0.415183 0.322295 -2.073554 -0.90 0.03 2.32
C -0.801744 -0.403028 -2.539692 0.41 -0.48 -0.73
C -0.691060 -0.678454 -4.078846 0.21 1.57 1.92
O -0.879120 -1.751592 -4.477081 -0.22 -1.28 -1.62
F -0.339865 0.362586 -4.857811 -0.27 -0.49 0.64
S 1.441950 -0.678249 -1.201744 4.44 -1.26 -1.50
O 2.034729 -1.579220 -2.155974 -2.28 -0.37 0.36
O 2.499803 0.007317 -0.516210 -2.17 1.04 0.75
F 0.658963 -1.577218 -0.088780 0.02 1.36 -1.32
H -0.954077 3.565827 -1.910213 0.41 -0.71 0.24
H 0.961136 1.933982 -0.747109 -0.50 -0.48 -0.50
H -0.774096 1.467277 -0.642773 0.65 -0.20 -0.44
H -0.824407 -1.416889 -2.069212 -0.18 0.76 -0.54
H -1.751729 0.108291 -2.259771 0.84 -0.08 -0.30
C 4.599006 -3.531904 1.059296 0.05 0.04 0.00
C 5.770106 -3.802051 1.756613 0.00 -0.01 0.00
C 6.861133 -2.950718 1.638649 -0.01 0.02 0.00
C 6.777618 -1.823434 0.830413 -0.03 -0.03 0.00
C 5.605261 -1.551732 0.136306 0.03 0.01 0.00
C 4.517348 -2.407683 0.246764 0.05 -0.09 0.10
H 3.748854 -4.198135 1.148877 0.03 0.02 -0.01
H 5.832589 -4.677776 2.392197 0.00 0.03 -0.03
H 7.776734 -3.164827 2.177297 -0.03 0.01 -0.01
H 7.627151 -1.156415 0.741994 -0.03 -0.03 0.00
H 5.539205 -0.671656 -0.492678 -0.03 -0.04 0.02
H 3.608879 -2.196636 -0.296437 0.09 -0.06 -0.02
C -4.411614 -4.018476 -2.049631 -0.01 0.03 0.01
C -3.346189 -3.319564 -2.604034 0.05 -0.08 0.05
C -2.198359 -3.995978 -2.998169 0.11 -0.11 0.08
C -2.120540 -5.375303 -2.845882 -0.10 0.00 0.07
C -3.186932 -6.074807 -2.294989 0.02 0.01 -0.01
C -4.330851 -5.396155 -1.892912 0.02 0.01 -0.02
H -5.305317 -3.489403 -1.739691 0.03 -0.03 -0.01
H -3.410967 -2.243719 -2.728938 -0.03 -0.03 -0.03
H -1.366897 -3.449154 -3.423503 -0.18 -0.23 0.07
H -1.227865 -5.904417 -3.157272 -0.03 0.03 0.01
H -3.126362 -7.150508 -2.178023 -0.01 0.04 0.00
H -5.160150 -5.941420 -1.458463 0.02 0.02 -0.02
C -3.500058 0.648040 2.937436 0.01 0.02 -0.02
C -3.193722 1.389240 4.071832 0.01 -0.01 -0.01
C -1.877893 1.479888 4.509500 0.00 0.00 -0.04
C -0.866384 0.836744 3.806835 -0.01 0.04 0.00
C -1.172383 0.098632 2.670322 0.03 0.01 -0.06
C -2.489299 0.000371 2.237635 0.02 0.06 -0.01
H -4.526719 0.574698 2.598568 0.04 0.00 0.02
H -3.981596 1.896280 4.616292 0.03 -0.03 -0.01
H -1.640473 2.052606 5.397974 -0.01 -0.01 -0.04
H 0.160306 0.911112 4.145027 -0.04 -0.02 -0.01
H -0.382745 -0.402033 2.121339 -0.02 -0.01 0.05
H -2.728086 -0.580667 1.353887 0.00 -0.01 0.04
C -1.469370 6.740068 1.572695 0.03 -0.02 -0.01
C -0.405238 7.431810 1.007159 0.00 -0.02 0.01
C 0.743559 6.750339 0.625778 -0.02 -0.01 -0.01
C 0.824760 5.374524 0.801300 -0.03 -0.01 -0.02
C -0.241062 4.682567 1.363612 0.02 -0.04 -0.05
C -1.386532 5.365201 1.753247 -0.03 0.00 -0.02
H -2.363788 7.272784 1.872973 0.03 -0.02 -0.01
H -0.471228 8.503850 0.864216 0.01 -0.04 0.01
H 1.575548 7.291041 0.190929 -0.03 -0.02 0.01
H 1.719413 4.841837 0.499535 -0.01 0.03 0.03
H -0.178641 3.607971 1.499738 -0.01 0.03 0.06
H -2.214985 4.825284 2.196613 0.04 0.00 -0.01